25
Properties=species:S:1:pos:R:3:forces:R:3 method="wB97M-V/def2-TZVPD" molar_mass_g_mol=153.18 energy_ev=-14986.193 homo_ev=-17.2615 smiles=[NH3+]CCN(C[NH3+])C(O)(O)O total_charge=+2 orbital_gap_ev=10.70
C 1.067 0.233 1.065 -1.9998 -1.6902 -1.7851
C 2.321 0.371 0.180 -3.4481 -2.3217 1.2574
C -1.119 1.343 0.540 -0.0218 3.3853 0.2434
C -1.073 -1.051 0.084 3.7004 2.4975 1.4755
N -0.195 0.393 0.262 0.9672 -4.7288 -1.3152
N 2.474 -0.764 -0.737 -0.8360 -0.2033 -5.3364
N -1.601 1.939 -0.851 -2.7258 -0.1419 1.9628
O -1.558 -1.152 1.312 -1.9961 -2.7640 2.5189
O -0.208 -2.073 -0.262 -0.6031 -0.7902 -0.6307
O -1.951 -0.710 -0.838 -1.7635 -0.1179 -2.1461
H 0.942 -0.812 1.469 0.8278 1.0305 -0.0680
H 1.018 0.907 1.876 0.4702 0.7963 0.8810
H 3.095 0.348 0.820 3.1095 -0.2155 2.1717
H 2.423 1.211 -0.375 -0.3095 2.8263 -1.5984
H -0.671 2.218 1.155 -0.9897 -1.3815 -1.0250
H -2.045 0.978 0.913 -0.5789 -0.0393 0.9675
H 2.761 -1.662 -0.297 -0.0718 0.7019 -0.5047
H 3.184 -0.385 -1.504 -1.1292 -1.7252 2.0441
H 1.564 -0.983 -1.460 2.5569 0.6380 3.0389
H -0.888 1.727 -1.470 1.9609 -0.0177 -1.7675
H -2.431 1.351 -1.181 1.1198 1.3932 0.6022
H -1.788 2.947 -0.746 -0.1864 -0.4656 -0.5746
H -2.014 -2.040 1.551 1.0928 1.9866 -0.6287
H -0.742 -2.890 -0.489 0.9756 1.0870 0.2988
H -2.566 -1.442 -1.019 -0.1214 0.2602 -0.0817

---

27
Properties=species:S:1:pos:R:3:forces:R:3 method="wB97M-V/def2-TZVPD" molar_mass_g_mol=175.22 energy_ev=-16302.407 homo_ev=-12.3392 de_lowest_kj_mol=138.1 total_charge=+1 orbital_gap_ev=9.31
C -0.053 1.700 -0.383 -0.8130 -1.3495 -1.7861
C 0.972 1.516 0.648 0.6026 0.0938 3.1785
C 1.180 0.083 1.399 -0.0646 1.5937 1.2868
C -0.131 -1.093 -0.290 1.7873 1.3905 -0.4458
N -0.573 2.832 -0.533 -1.5432 1.1220 -0.2006
N -0.247 0.567 -1.154 -0.2783 -1.7866 -0.6414
N 0.100 -0.759 1.078 -2.7435 -2.2468 -0.8876
N 2.416 -0.629 1.031 1.1369 6.3392 -0.8972
N 0.903 -1.751 -0.929 -0.6414 0.0618 1.4712
N -1.372 -1.572 -0.631 -1.3463 -1.3295 -0.0981
N -1.203 -0.438 1.634 1.3030 1.7479 -0.9504
N -1.413 0.493 -2.073 -0.9318 0.7985 4.9866
H 1.936 1.815 0.287 0.5152 0.3905 -0.3190
H 0.603 2.302 1.401 1.0822 -1.1918 -0.7331
H 1.111 0.320 2.544 0.1145 -0.5490 -1.9226
H -1.326 2.875 -1.245 0.8071 0.1445 0.2739
H 2.596 -1.499 1.388 0.0811 -2.4016 1.6560
H 3.195 0.083 1.290 -1.3930 -2.1483 -0.7227
H 1.764 -1.306 -0.676 0.8737 -0.0576 -0.0844
H 0.792 -1.978 -1.886 -0.2767 -0.0076 -0.8430
H -1.399 -2.570 -0.552 0.2742 -0.8124 -0.4296
H -2.109 -1.269 -0.013 -0.0198 0.6860 0.0160
H -1.089 0.216 2.382 -0.0314 0.1770 0.4948
H -1.647 -1.265 1.920 -0.2423 -1.2198 1.0679
H -1.582 -0.571 -2.090 -0.5370 1.1988 0.7122
H -1.219 0.767 -2.979 0.6599 1.4103 -2.2693
H -2.203 1.131 -1.566 1.6246 -2.0540 -1.9131

---

22
Properties=species:S:1:pos:R:3:forces:R:3 method="wB97M-V/def2-TZVPD" molar_mass_g_mol=109.17 energy_ev=-9975.284 homo_ev="0.7614 / -5.5764" de_lowest_kj_mol=14.6 spin_multiplicity=2 total_charge=-1 orbital_gap_ev="3.03 / 9.26"
C 1.120 -1.497 -1.261 -0.1072 0.6646 -0.0495
C 0.820 -0.032 -1.630 0.1993 0.1661 0.9676
C 1.390 0.934 -0.585 0.3583 0.0313 0.3167
C 0.933 0.728 0.862 1.3507 -0.0988 0.6486
N -0.197 1.553 1.205 -0.5236 -0.2028 -0.8410
H 2.144 -1.677 -0.916 0.0454 0.2213 -0.2599
H 0.915 -2.088 -2.147 -0.0744 -0.5067 0.1058
H 0.488 -1.781 -0.423 -0.2112 -0.3467 -0.0903
H 1.229 0.185 -2.618 -0.1698 0.1850 -0.0390
H -0.260 0.110 -1.611 -0.1418 -0.1124 -0.4912
H 2.481 0.835 -0.604 0.0103 -0.0234 -0.0066
H 1.196 2.005 -0.756 -0.0551 -0.2863 -0.5915
H 1.823 0.914 1.493 -0.0980 0.4588 -0.0428
H 0.757 -0.310 1.155 -0.5788 -0.1101 -0.4167
H -0.124 2.514 0.899 0.2044 -0.0526 0.2025
H -0.448 1.488 2.172 -0.1770 -0.0264 0.4627
H -2.198 0.417 -0.396 0.4741 0.5263 -0.0691
H -3.381 -0.191 0.128 -0.4045 0.1138 -0.0805
O -3.150 0.547 -0.460 -0.0483 -0.6624 0.2797
H -2.134 -0.890 2.161 0.2018 0.0430 0.1900
H -1.237 -2.040 1.670 -0.1372 0.1099 0.0993
O -2.167 -1.724 1.663 -0.1172 -0.0914 -0.2947

---

22
Properties=species:S:1:pos:R:3:forces:R:3 method="wB97M-V/def2-TZVPD" molar_mass_g_mol=109.17 energy_ev=-9975.549 homo_ev=-9.8222 de_lowest_kj_mol=148.3 smiles=CCCCN.O.O orbital_gap_ev=10.52
C -1.306 2.895 0.304 -0.2685 1.1287 0.6833
C 0.031 2.276 -0.070 -0.6960 -1.5581 -0.8190
C -0.196 0.737 -0.270 0.5098 0.0284 -0.6083
C 1.082 -0.113 -0.546 -1.1815 0.8685 2.2067
N 0.785 -1.180 -1.515 0.6995 1.0628 -0.1229
H -1.947 2.229 0.882 -0.0599 -0.4026 -0.4005
H -1.845 3.309 -0.546 -0.1650 -0.3423 -0.1267
H -1.239 3.739 1.003 0.4758 0.0924 -0.2251
H 0.310 2.490 -1.106 0.2108 0.9676 0.2950
H 0.824 2.602 0.591 0.2456 -0.3696 0.2493
H -0.808 0.264 0.497 0.0494 0.1145 0.1362
H -0.774 0.709 -1.201 -0.3087 -0.1608 0.1471
H 1.285 -0.534 0.439 0.4432 -0.1913 -0.3111
H 1.863 0.642 -0.710 0.3581 -0.5719 -0.8245
H 0.693 -0.629 -2.363 -0.3547 -0.5717 -0.5016
H 1.616 -1.744 -1.678 0.0257 0.0184 0.0911
H -2.375 -3.455 -0.113 0.4066 -0.0800 0.7030
H -0.891 -3.475 0.161 -0.0143 0.0946 0.0917
O -1.735 -3.575 0.618 -0.4017 0.0555 -0.8420
H 1.562 -2.516 2.694 -0.2589 -0.6047 -0.3825
H 1.415 -2.596 1.080 -0.1899 -0.5743 0.4721
O 1.650 -2.075 1.848 0.4747 0.9960 0.0889

---

What did the fourth record say?
22
Properties=species:S:1:pos:R:3:forces:R:3 method="wB97M-V/def2-TZVPD" molar_mass_g_mol=109.17 energy_ev=-9975.549 homo_ev=-9.8222 de_lowest_kj_mol=148.3 smiles=CCCCN.O.O orbital_gap_ev=10.52
C -1.306 2.895 0.304 -0.2685 1.1287 0.6833
C 0.031 2.276 -0.070 -0.6960 -1.5581 -0.8190
C -0.196 0.737 -0.270 0.5098 0.0284 -0.6083
C 1.082 -0.113 -0.546 -1.1815 0.8685 2.2067
N 0.785 -1.180 -1.515 0.6995 1.0628 -0.1229
H -1.947 2.229 0.882 -0.0599 -0.4026 -0.4005
H -1.845 3.309 -0.546 -0.1650 -0.3423 -0.1267
H -1.239 3.739 1.003 0.4758 0.0924 -0.2251
H 0.310 2.490 -1.106 0.2108 0.9676 0.2950
H 0.824 2.602 0.591 0.2456 -0.3696 0.2493
H -0.808 0.264 0.497 0.0494 0.1145 0.1362
H -0.774 0.709 -1.201 -0.3087 -0.1608 0.1471
H 1.285 -0.534 0.439 0.4432 -0.1913 -0.3111
H 1.863 0.642 -0.710 0.3581 -0.5719 -0.8245
H 0.693 -0.629 -2.363 -0.3547 -0.5717 -0.5016
H 1.616 -1.744 -1.678 0.0257 0.0184 0.0911
H -2.375 -3.455 -0.113 0.4066 -0.0800 0.7030
H -0.891 -3.475 0.161 -0.0143 0.0946 0.0917
O -1.735 -3.575 0.618 -0.4017 0.0555 -0.8420
H 1.562 -2.516 2.694 -0.2589 -0.6047 -0.3825
H 1.415 -2.596 1.080 -0.1899 -0.5743 0.4721
O 1.650 -2.075 1.848 0.4747 0.9960 0.0889